1.
79
Properties=species:S:1:pos:R:3:mulliken_charge:R:1 method="wB97M-V/def2-TZVPD" s_squared=16.052 e_lumo_ev="-11.29 / -14.47" orbital_gap_ha="0.2437 / 0.1193" homo_ev="-17.925 / -17.713" multiplicity=8 total_charge=+4 total_energy_ev=-89942.3221
Gd -1.298 0.107 0.327 0.19
N 2.966 0.939 2.878 -0.24
C 1.942 1.967 2.574 0.17
N 1.038 0.069 1.236 0.61
C 2.077 -0.087 0.241 0.46
N 1.780 -0.295 -0.987 -1.45
N 0.469 -0.536 -1.231 1.13
C 0.155 -1.264 -2.225 -0.58
C -1.261 -1.510 -2.593 1.11
C -1.519 -2.363 -3.680 -0.90
C -2.831 -2.553 -4.111 -0.60
C -3.831 -1.958 -3.373 -1.02
C -3.475 -1.097 -2.339 -0.29
N -2.222 -0.869 -1.924 0.46
C 3.460 -0.072 0.694 0.80
C 4.473 -0.565 -0.224 -1.07
C 5.727 -0.728 0.271 -0.57
C 6.029 -0.455 1.638 -0.70
C 5.088 0.032 2.470 -1.09
C 3.790 0.332 1.986 0.48
H 3.363 1.245 3.806 0.44
H 1.499 2.185 3.576 0.53
H 0.891 -1.564 -2.980 0.54
H -0.693 -2.934 -4.106 0.49
H -3.031 -3.120 -4.983 0.54
H -4.876 -2.058 -3.570 0.51
H -4.232 -0.589 -1.835 0.53
H 4.180 -0.988 -1.177 0.41
H 6.422 -1.215 -0.423 0.42
H 7.013 -0.789 1.953 0.44
H 5.273 0.162 3.515 0.50
Cl -3.072 -0.531 2.789 -0.02
C -4.594 0.127 2.033 -0.42
Cl -4.214 0.732 0.392 -0.07
H -4.894 1.033 2.512 0.40
H -5.347 -0.651 1.862 0.41
C 0.342 -4.401 3.122 -1.59
C -0.595 -4.640 1.951 2.00
C 0.040 -5.524 0.885 -1.44
C -1.947 -5.146 2.511 -1.58
C -0.770 -3.302 1.363 -0.41
N -0.938 -2.249 0.928 -0.17
H 0.802 -5.350 3.371 0.45
H -0.200 -3.973 3.960 0.40
H 1.165 -3.711 2.917 0.38
H 0.175 -6.556 1.241 0.41
H 1.039 -5.100 0.637 0.36
H -0.519 -5.557 -0.128 0.33
H -1.717 -6.016 3.118 0.42
H -2.624 -5.474 1.724 0.39
H -2.456 -4.387 3.094 0.40
N -0.992 4.461 -3.358 -0.04
C 0.273 3.808 -2.892 -1.05
C -0.008 3.042 -1.589 -0.45
N -1.063 1.964 -1.822 0.41
C -2.263 2.638 -2.288 -0.39
C -2.028 3.391 -3.607 -1.07
H -0.774 5.071 -4.156 0.38
H -1.406 5.037 -2.626 0.37
H 1.024 4.601 -2.702 0.46
H 0.661 3.181 -3.762 0.36
H -0.470 3.763 -0.896 0.50
H 0.943 2.688 -1.138 0.06
H -0.579 1.248 -2.379 0.14
H -2.623 3.334 -1.593 0.44
H -3.106 1.844 -2.553 0.23
H -2.964 3.812 -3.893 0.47
H -1.840 2.815 -4.540 0.36
C 1.628 4.229 1.657 -0.63
C 2.405 3.151 1.784 -0.61
C 0.855 1.391 1.736 -0.12
N -0.268 1.938 1.586 0.10
C -0.625 3.227 1.967 -1.04
C 0.210 4.250 2.053 -0.49
H 2.089 5.161 1.386 0.60
H 3.415 3.142 1.388 0.54
H 1.322 -0.522 2.026 0.47
H -1.623 3.400 2.146 0.65
H -0.234 5.178 2.377 0.49

***

2.
22
Properties=species:S:1:pos:R:3:mulliken_charge:R:1 method="wB97M-V/def2-TZVPD" smiles="Cc1nc[nH]n1.C=NCC" e_lumo_ev=0.95 orbital_gap_ha=0.3879 homo_ev=-9.605 multiplicity=1 total_charge=0 total_energy_ev=-12374.8248
C -3.236 -1.660 -0.427 -1.04
C -2.741 -0.296 -0.130 0.62
N -3.454 0.836 -0.537 -0.59
C -2.596 1.768 -0.228 -0.06
N -1.487 1.309 0.371 0.12
N -1.624 -0.086 0.362 -0.56
H -2.501 -2.321 -0.912 0.27
H -3.131 -2.186 0.565 0.27
H -4.253 -1.675 -0.716 0.32
H -2.676 2.850 -0.395 0.38
H -0.593 1.701 0.574 0.25
C 1.270 0.402 -0.917 -0.22
N 1.761 1.012 0.073 -0.42
C 2.738 0.465 0.905 -0.30
C 3.527 -0.757 0.389 -1.07
H 1.487 -0.572 -1.301 0.31
H 0.527 1.078 -1.556 0.21
H 2.290 0.186 1.815 0.27
H 3.458 1.222 1.178 0.33
H 4.483 -0.805 1.054 0.29
H 2.757 -1.615 0.503 0.31
H 3.995 -0.857 -0.671 0.29

***

3.
69
Properties=species:S:1:pos:R:3:mulliken_charge:R:1 method="wB97M-V/def2-TZVPD" s_squared=0.891 e_lumo_ev="-2.35 / -1.92" orbital_gap_ha="0.2193 / 0.2346" homo_ev="-8.312 / -8.307" multiplicity=2 total_charge=0 total_energy_ev=-111405.7263
Pt 0.886 -0.564 0.018 1.24
O 1.335 1.498 3.721 -0.71
C 1.146 1.117 2.577 -0.03
O 0.793 -0.041 2.222 -0.75
C 1.311 2.161 1.451 0.70
C 1.474 3.500 1.784 -0.38
C 1.655 4.422 0.771 -0.52
C 1.689 3.968 -0.542 -0.48
C 1.531 2.615 -0.787 -0.86
N 1.321 1.746 0.192 -0.06
H 1.466 3.775 2.826 0.59
H 1.775 5.474 0.984 0.44
H 1.836 4.651 -1.363 0.50
H 1.586 2.206 -1.789 0.47
C 5.611 -0.428 1.077 -1.50
C 5.373 -0.811 -0.392 2.05
C 5.843 0.328 -1.305 -1.51
C 6.138 -2.098 -0.721 -1.65
C 3.927 -0.988 -0.538 0.28
C 2.719 -1.104 -0.566 -1.32
H 6.671 -0.264 1.258 0.39
H 5.259 -1.218 1.737 0.39
H 5.069 0.481 1.328 0.30
H 6.908 0.504 -1.165 0.38
H 5.309 1.247 -1.072 0.31
H 5.668 0.084 -2.350 0.39
H 7.204 -1.952 -0.554 0.38
H 5.992 -2.383 -1.761 0.38
H 5.801 -2.913 -0.086 0.38
C -2.133 2.963 -0.132 -0.74
Si -2.680 1.390 0.831 0.41
C -2.301 1.609 2.692 -0.96
C -4.583 1.182 0.681 -1.05
Ge -1.484 -0.513 -0.188 -0.08
Si -2.121 -2.443 1.234 0.19
C -4.038 -2.472 1.286 -0.97
C -1.446 -2.382 3.014 -0.98
C -1.519 -4.017 0.326 -1.06
Si -2.279 -0.781 -2.489 0.47
C -4.183 -0.939 -2.641 -1.07
C -1.698 0.738 -3.504 -1.04
C -1.464 -2.323 -3.277 -1.12
H -2.449 3.881 0.356 0.43
H -2.547 2.962 -1.136 0.33
H -1.052 3.003 -0.229 -0.02
H -2.544 2.610 3.044 0.39
H -1.254 1.438 2.916 0.22
H -2.874 0.902 3.284 0.32
H -5.105 2.032 1.109 0.39
H -4.928 0.300 1.206 0.23
H -4.902 1.089 -0.350 0.24
H -4.429 -1.643 1.867 0.23
H -4.392 -3.387 1.749 0.42
H -4.468 -2.412 0.291 0.21
H -1.925 -1.600 3.596 0.29
H -0.380 -2.174 3.020 0.21
H -1.610 -3.326 3.529 0.42
H -2.067 -4.168 -0.600 0.25
H -1.662 -4.901 0.942 0.39
H -0.463 -3.945 0.081 0.34
H -4.691 -0.084 -2.207 0.26
H -4.550 -1.829 -2.138 0.29
H -4.487 -1.003 -3.681 0.41
H -2.163 1.657 -3.159 0.30
H -1.930 0.632 -4.560 0.41
H -0.621 0.859 -3.413 0.22
H -1.899 -3.245 -2.902 0.30
H -0.401 -2.345 -3.050 0.32
H -1.574 -2.327 -4.358 0.41

***

4.
14
Properties=species:S:1:pos:R:3:mulliken_charge:R:1 method="wB97M-V/def2-TZVPD" e_lumo_ev=0.74 orbital_gap_ha=0.3968 homo_ev=-10.055 multiplicity=1 total_charge=0 total_energy_ev=-19299.3034
C -0.872 0.362 -1.388 -1.03
C 0.880 1.204 0.090 -0.95
C -1.047 0.417 1.097 0.52
N -0.368 0.542 -0.043 0.18
O -0.738 0.762 2.190 -0.47
Cl -2.604 -0.506 0.919 -0.23
H -0.653 -0.582 -1.816 0.38
H -1.969 0.319 -1.477 0.38
H -0.751 1.327 -2.045 0.29
H 1.524 0.552 -0.530 0.37
H 0.953 2.325 -0.297 0.26
H 1.262 1.403 1.124 0.29
H 0.336 -2.309 1.755 0.21
H 0.353 -1.504 1.970 -0.20

***

5.
134
Properties=species:S:1:pos:R:3:mulliken_charge:R:1 method="wB97M-V/def2-TZVPD" e_lumo_ev=-0.53 orbital_gap_ha=0.3000 homo_ev=-8.690 multiplicity=1 total_charge=0 total_energy_ev=-128261.7062
C -0.453 34.868 4.185 -1.28
C -1.392 34.884 5.421 0.42
C -2.564 33.915 5.354 0.13
O -2.526 33.311 6.658 -0.06
C -1.416 33.680 7.325 0.48
O -1.147 33.227 8.395 -0.53
O -0.634 34.475 6.560 -0.38
H -0.265 33.829 3.903 0.26
H 0.484 35.346 4.453 0.35
H -0.931 35.213 3.267 0.38
H -1.900 35.820 5.657 0.34
H -2.560 33.176 4.551 0.06
H -3.497 34.466 5.227 -0.10
C -6.260 36.013 3.317 -1.27
C -7.320 37.098 3.083 0.39
C -7.535 38.116 4.240 -0.26
O -7.555 39.310 3.464 -0.35
C -7.163 39.135 2.177 0.61
O -6.740 40.046 1.529 -0.52
O -7.061 37.846 1.886 -0.36
H -5.262 36.402 3.510 0.42
H -6.273 35.478 2.365 0.38
H -6.663 35.303 4.039 0.20
H -8.193 36.476 2.875 0.25
H -6.694 38.041 4.930 0.27
H -8.438 37.875 4.797 0.29
C -7.745 29.399 3.852 -1.48
C -7.134 28.059 4.191 0.40
C -5.671 27.780 3.937 0.06
O -5.328 26.723 4.834 -0.32
C -6.369 26.655 5.756 0.50
O -6.443 25.856 6.624 -0.54
O -7.220 27.691 5.554 -0.13
H -8.836 29.449 3.865 0.44
H -7.601 29.741 2.825 0.45
H -7.355 30.154 4.532 0.05
H -7.664 27.246 3.678 0.40
H -4.973 28.573 4.236 -0.23
H -5.394 27.685 2.886 0.41
C 0.058 28.319 3.271 -1.38
C -0.706 29.601 3.535 0.29
C -2.219 29.547 3.336 -0.59
O -2.693 29.618 4.704 0.13
C -1.692 29.883 5.586 0.31
O -1.811 29.939 6.765 -0.52
O -0.549 29.966 4.889 -0.37
H -0.281 27.607 2.519 0.36
H 0.380 27.705 4.115 0.32
H 1.086 28.579 2.987 0.39
H -0.337 30.487 3.015 0.34
H -2.413 28.597 2.844 0.32
H -2.537 30.472 2.862 0.38
C -2.293 27.838 10.550 -1.29
C -2.102 26.883 9.392 0.52
C -3.298 27.059 8.385 0.47
O -2.734 26.836 7.131 -0.27
C -1.399 27.050 7.194 0.40
O -0.610 26.987 6.304 -0.57
O -1.061 27.253 8.473 -0.37
H -2.069 28.883 10.342 0.29
H -1.619 27.528 11.354 0.43
H -3.286 27.739 10.989 0.25
H -1.991 25.879 9.800 0.24
H -3.663 28.091 8.427 -0.32
H -4.170 26.440 8.589 0.23
C -7.696 25.593 11.119 -1.71
C -7.408 26.390 9.868 0.62
C -8.408 27.525 9.552 0.15
O -7.729 28.689 9.911 0.02
C -6.433 28.480 10.013 0.55
O -5.590 29.311 10.223 -0.61
O -6.178 27.157 10.053 -0.40
H -6.950 24.823 11.316 0.38
H -8.608 25.017 10.942 0.44
H -7.831 26.238 11.987 0.38
H -7.278 25.697 9.038 0.22
H -9.281 27.383 10.187 -0.07
H -8.644 27.518 8.488 0.09
C -5.013 30.794 7.124 -0.93
C -6.101 31.854 7.324 1.03
C -6.542 32.658 6.094 -0.44
O -7.950 32.565 6.089 -0.42
C -8.364 31.739 7.074 0.36
O -9.523 31.518 7.289 -0.43
O -7.319 31.173 7.658 0.17
H -4.690 30.290 8.035 0.12
H -4.080 31.293 6.855 0.06
H -5.377 30.070 6.397 -0.02
H -5.765 32.592 8.056 -0.07
H -6.095 32.173 5.222 0.31
H -6.325 33.722 6.182 0.22
C -10.988 34.479 8.364 -0.79
C -12.338 34.013 9.013 0.31
C -13.483 35.025 9.028 -0.42
O -14.606 34.223 8.581 -0.38
C -14.177 33.101 8.034 0.57
O -14.926 32.312 7.515 -0.61
O -12.876 32.928 8.212 -0.05
H -10.713 35.425 8.821 0.26
H -11.355 34.542 7.336 0.45
H -10.211 33.721 8.330 -0.32
H -12.218 33.617 10.023 0.27
H -13.456 35.758 8.218 0.28
H -13.595 35.528 9.983 0.33
C -7.277 33.382 10.571 -0.56
S -8.290 34.789 11.115 0.73
O -8.957 34.465 12.417 -0.68
C -6.846 35.881 11.505 -0.99
H -6.601 33.688 9.773 0.37
H -7.835 32.616 10.020 -0.31
H -6.898 32.786 11.402 0.50
H -5.984 35.685 10.871 0.26
H -6.538 35.702 12.538 0.34
H -7.089 36.943 11.521 0.33
C -13.272 27.310 6.194 -0.94
S -12.801 27.981 7.784 0.45
O -11.648 27.088 8.162 -0.57
C -12.299 29.623 7.171 -0.17
H -12.399 27.486 5.573 0.21
H -14.203 27.764 5.847 0.38
H -13.613 26.302 6.424 0.37
H -11.955 30.172 8.042 -0.31
H -13.205 30.001 6.703 0.46
H -11.444 29.540 6.498 0.08
C -11.073 29.358 12.053 -1.04
S -11.664 30.507 10.781 0.75
O -12.363 31.607 11.524 -0.75
C -9.970 31.070 10.343 0.03
H -10.200 29.807 12.531 0.32
H -10.732 28.395 11.674 0.26
H -11.820 29.260 12.838 0.42
H -10.024 31.908 9.644 -0.88
H -9.434 30.326 9.762 0.14
H -9.573 31.570 11.228 0.74

***

6.
47
Properties=species:S:1:pos:R:3:mulliken_charge:R:1 method="wB97M-V/def2-TZVPD" e_lumo_ev=-11.63 orbital_gap_ha=0.2827 homo_ev=-19.324 multiplicity=1 total_charge=+3 total_energy_ev=-102376.1359
Ir 1.131 0.896 -0.301 1.27
N 0.837 1.342 1.685 -0.53
C 0.058 2.617 1.799 -0.27
C 0.528 3.547 0.716 -0.65
N 0.347 2.812 -0.571 -0.45
H 0.355 0.620 2.223 0.34
H 1.759 1.450 2.111 0.41
H 0.141 3.024 2.806 0.51
H -0.985 2.352 1.620 0.05
H 1.590 3.778 0.813 0.36
H -0.029 4.483 0.709 0.44
H 0.841 3.302 -1.315 0.37
H -0.638 2.783 -0.840 0.31
Se 4.279 1.729 -2.590 0.48
N 5.359 0.438 -2.169 -0.60
C 4.810 -0.350 -1.251 0.49
C 5.322 -1.531 -0.642 -0.45
C 4.507 -2.175 0.249 -0.67
C 3.207 -1.689 0.550 -0.33
N 2.719 -0.583 0.019 -0.20
C 3.513 0.062 -0.867 0.86
N 3.004 1.149 -1.447 -0.42
H 6.311 -1.895 -0.892 0.51
H 4.833 -3.082 0.739 0.46
H 2.576 -2.231 1.243 0.51
C -5.644 0.188 0.910 -1.39
C -4.162 0.373 1.223 -0.28
C -3.318 -0.198 0.084 -0.75
S -1.572 -0.400 0.572 0.41
O -0.838 0.478 -0.560 -0.64
C -1.232 -2.135 0.198 -0.93
C -1.340 -2.568 -1.261 -0.45
C -0.106 -2.250 -2.098 -0.96
H -6.250 0.716 1.644 0.39
H -5.923 -0.865 0.940 0.36
H -5.896 0.587 -0.073 0.37
H -3.910 -0.129 2.161 0.39
H -3.931 1.433 1.350 0.30
H -3.276 0.450 -0.793 0.40
H -3.665 -1.183 -0.233 0.50
H -1.963 -2.636 0.844 0.53
H -0.250 -2.351 0.626 0.41
H -2.244 -2.170 -1.723 0.28
H -1.478 -3.652 -1.234 0.48
H 0.068 -1.176 -2.188 0.09
H -0.230 -2.635 -3.109 0.42
H 0.783 -2.726 -1.678 0.29

***

7.
39
Properties=species:S:1:pos:R:3:mulliken_charge:R:1 method="wB97M-V/def2-TZVPD" smiles=C#CCCCc1nn(B(O)OCC)c[n+]1CCC e_lumo_ev=-3.47 orbital_gap_ha=0.3381 homo_ev=-12.666 multiplicity=1 total_charge=+1 total_energy_ev=-22021.0735
C 4.662 -2.568 0.877 -0.07
C 4.838 -1.397 0.774 -0.28
C 4.695 0.050 0.782 -0.68
C 3.548 0.565 -0.121 -0.76
C 2.412 -0.438 -0.357 -0.55
C 1.097 0.258 -0.432 0.37
N 0.790 1.459 0.011 -0.88
N -0.532 1.624 -0.253 0.71
B -1.273 2.878 0.134 0.49
O -0.625 3.897 0.735 -0.49
O -2.590 2.888 -0.210 -0.46
C -3.418 2.536 0.929 -0.20
C -4.436 1.457 0.588 -1.03
C -1.029 0.544 -0.859 -0.31
N -0.025 -0.330 -0.980 0.16
C -0.189 -1.667 -1.564 -0.92
C -0.691 -2.673 -0.544 -0.28
C -2.199 -2.569 -0.320 -1.19
H 4.501 -3.615 0.947 0.39
H 5.628 0.476 0.421 0.32
H 4.565 0.413 1.797 0.32
H 3.190 1.496 0.299 0.32
H 3.971 0.817 -1.087 0.33
H 2.578 -0.915 -1.315 0.35
H 2.325 -1.172 0.439 0.36
H -0.268 3.658 1.598 0.33
H -2.791 2.172 1.751 0.22
H -3.901 3.430 1.303 0.44
H -4.495 0.772 1.429 0.31
H -5.420 1.886 0.456 0.31
H -4.143 0.879 -0.280 0.26
H -2.042 0.413 -1.180 0.64
H -0.857 -1.610 -2.415 0.48
H 0.775 -1.969 -1.958 0.32
H -0.207 -2.504 0.416 0.28
H -0.403 -3.669 -0.859 0.41
H -2.584 -3.466 0.151 0.39
H -2.417 -1.763 0.379 0.30
H -2.743 -2.389 -1.243 0.31

***

8.
9
Properties=species:S:1:pos:R:3:mulliken_charge:R:1 method="wB97M-V/def2-TZVPD" smiles=CSC(F)(F)F e_lumo_ev=0.65 orbital_gap_ha=0.3814 homo_ev=-9.724 multiplicity=1 total_charge=0 total_energy_ev=-21109.9224
C 1.084 1.659 0.992 -0.77
S 1.025 0.586 -0.461 -0.06
C 2.637 -0.242 -0.104 0.64
F 3.295 0.363 0.914 -0.23
F 2.462 -1.511 0.254 -0.21
F 3.452 -0.214 -1.149 -0.22
H -0.049 1.913 1.099 0.25
H 1.509 2.602 0.941 0.34
H 1.636 1.155 1.879 0.27

***

Which value of multiplicity does entry 8 give?
1